[1]
17
Properties=species:S:1:pos:R:3:lowdin_charge:R:1 method="wB97M-V/def2-TZVPD" energy_ha=-285.10168 charge=0 spin_multiplicity=1 homo_energy_ev=-8.60 smiles="[H]/N=C/N.CCN" e_lumo_ha=0.0449 orbital_gap_ev=9.819 largest_force_ha_per_bohr=0.0767 mol_weight_g_mol=89.142
C 3.29 0.55 0.22 -0.32
H 2.53 2.02 -1.02 0.01
N 2.79 -0.41 1.18 0.05
C -3.13 -0.35 0.00 -0.11
C -1.59 -0.25 0.05 -0.38
H -3.33 -0.71 -1.05 0.06
N 2.44 1.30 -0.36 0.07
H -3.62 -1.04 0.68 0.05
H -1.68 -0.61 -1.93 0.04
N -0.97 -0.49 -1.24 0.00
H 4.42 0.43 0.14 0.12
H 3.24 -0.43 2.07 0.06
H -3.56 0.74 0.18 0.10
H 1.87 -0.69 1.13 0.03
H -1.23 0.74 0.49 0.11
H -1.25 -0.90 0.91 0.09
H -0.24 0.10 -1.43 0.01



[2]
114
Properties=species:S:1:pos:R:3:lowdin_charge:R:1 method="wB97M-V/def2-TZVPD" energy_ha=-3309.10688 charge=0 spin_multiplicity=1 homo_energy_ev=-9.78 smiles="CCCCCCCCCCCCC[Si@](CC(=O)Cl)(B(N)O)N(C(C)=O)C(C)=O.O=C1c2ccccc2C(=O)c2ccccc21.O=C1c2ccccc2C(=O)c2ccccc21" e_lumo_ha=-0.0453 orbital_gap_ev=8.546 largest_force_ha_per_bohr=0.1741 mol_weight_g_mol=849.306
H -11.94 0.16 -3.23 0.11
H 2.62 0.94 2.79 0.09
C 7.60 0.84 3.14 -0.01
H -12.92 -4.27 3.41 0.12
C 7.38 0.82 1.51 -0.29
H -5.90 -1.31 -0.28 0.11
H 1.42 -3.98 -0.33 0.11
C 2.92 -2.56 -1.31 -0.22
H 6.71 3.46 3.43 0.09
C -3.67 0.11 -4.95 -0.28
C -2.00 -0.56 -2.68 -0.28
C 3.45 -1.14 3.32 -0.19
H 0.64 -0.23 -3.20 0.11
H 3.72 -1.74 -1.04 0.10
C 2.86 0.35 3.77 -0.20
H 4.26 -1.29 1.17 0.10
Si 6.61 3.04 0.03 0.65
C 3.79 1.14 4.86 -0.22
C 7.33 3.94 -1.56 -0.20
C -11.09 -0.63 -1.40 0.00
H 2.03 -3.44 2.26 0.11
O 10.27 1.89 0.19 -0.04
H 9.99 4.62 1.32 0.09
H 7.81 3.11 -2.25 0.12
H 2.88 -4.56 -2.46 0.11
C -13.51 -1.99 -1.10 0.01
H -8.51 -2.08 2.75 0.12
C -10.23 -1.60 0.72 -0.28
H 4.60 -1.21 3.53 0.10
C -12.76 -2.95 1.06 -0.28
H 4.38 -3.50 -4.18 0.08
C 4.82 -3.53 -3.07 -0.15
H -10.15 -0.09 -1.53 0.11
C -5.67 -0.28 -3.52 0.01
C -11.30 -1.45 -0.29 -0.09
O -4.37 0.36 -5.91 0.10
C -11.71 -3.05 2.10 -0.09
H -14.08 -1.07 -2.97 0.11
H 3.29 2.47 -1.83 0.08
O -1.29 -0.88 -1.74 0.09
H -2.23 0.78 -7.13 0.12
H 6.55 1.05 3.66 0.08
H 1.66 0.48 -5.34 0.11
C -13.30 -1.17 -2.22 -0.06
H 4.85 1.87 2.53 0.09
C 4.55 2.94 2.91 -0.21
C 3.68 -3.89 -1.94 -0.26
H -7.33 -0.65 -2.20 0.10
C -12.10 -0.49 -2.36 -0.06
H 10.42 3.27 2.57 0.11
C -0.22 0.66 -6.37 -0.06
C -9.48 -2.56 2.89 0.01
O 4.22 1.14 0.10 -0.03
H 5.70 -4.31 -3.05 0.07
H 3.06 3.31 4.72 0.11
H 8.42 1.60 3.48 0.08
C -6.25 -0.65 -2.30 -0.05
H 4.78 0.52 5.02 0.09
H 7.87 -0.28 3.47 0.12
N 4.32 2.74 -1.92 0.08
C 9.53 3.66 1.87 -0.04
H 3.23 1.12 5.91 0.11
H 1.03 -2.13 -0.04 0.10
C -9.73 -3.30 4.05 -0.06
H 7.10 5.25 1.41 0.09
H 4.29 3.79 -1.76 0.07
Cl 10.27 4.68 -1.56 0.55
H -14.46 -2.51 -0.99 0.12
C 2.71 -3.00 1.41 -0.20
C -1.39 -0.12 -3.96 -0.09
H -3.43 -1.28 -0.51 0.12
C 3.23 -1.47 1.72 -0.22
H 6.42 4.38 -2.19 0.11
N 7.85 1.85 0.51 -0.06
H 0.23 0.97 -7.31 0.11
C -4.27 -0.27 -3.65 -0.09
H -6.30 0.00 -4.36 0.12
C -1.61 0.56 -6.27 0.01
O -13.82 -3.55 1.19 0.10
C 0.00 -0.01 -4.06 0.00
H -11.16 -4.47 5.15 0.11
H 5.31 -2.48 -2.86 0.07
H 5.30 5.04 0.89 0.11
C 9.20 2.44 0.83 -0.32
C 1.91 -2.93 -0.05 -0.21
C 0.58 0.39 -5.26 -0.06
H 8.66 3.96 2.59 0.06
H 3.61 -3.77 1.24 0.11
H 2.92 -1.99 3.92 0.10
H 4.16 -4.47 -1.04 0.10
C -11.96 -3.79 3.26 0.01
H 5.54 4.94 3.41 0.13
C 4.06 2.73 4.49 -0.20
H 2.45 -0.74 1.21 0.10
H -8.95 -3.39 4.81 0.11
B 4.94 2.21 -0.61 -0.49
C -10.48 -2.42 1.92 -0.09
O -9.14 -1.05 0.56 0.09
H 4.87 3.17 5.25 0.11
C 5.85 3.95 2.81 -0.26
C -3.47 -0.61 -2.57 -0.09
C -10.97 -3.90 4.24 -0.06
C 6.24 4.44 1.30 -0.26
O 8.24 6.30 -0.69 -0.10
H 3.64 3.42 2.35 0.12
C -2.20 0.17 -5.06 -0.09
C -5.44 -1.01 -1.22 -0.05
H 2.25 -2.12 -2.17 0.10
H 3.25 1.38 0.22 0.10
O 6.74 -0.27 1.01 -0.04
C -12.51 -2.12 -0.13 -0.08
C 8.46 5.07 -1.20 -0.60
C -4.05 -1.00 -1.35 0.01
H 1.81 0.12 4.29 0.12



[3]
68
Properties=species:S:1:pos:R:3:lowdin_charge:R:1 method="wB97M-V/def2-TZVPD" energy_ha=-3191.61468 charge=-2 spin_multiplicity=1 homo_energy_ev=-2.10 e_lumo_ha=0.1506 orbital_gap_ev=6.199 largest_force_ha_per_bohr=0.0039 mol_weight_g_mol=945.177
H 3.99 -2.80 0.79 -0.01
H 7.89 0.12 -2.50 0.10
C -2.70 -1.13 -4.13 -0.33
H 3.70 -2.19 -1.76 0.06
C 1.71 -0.33 -3.78 -0.29
H 2.97 0.39 1.56 0.00
C 3.80 0.23 -2.72 -0.06
C 2.72 -0.64 -2.85 -0.28
O -5.68 -3.08 -0.06 -0.33
S 7.07 1.27 0.25 0.90
H -2.51 0.51 -0.38 0.01
H -6.76 -2.39 -1.70 0.11
H 2.12 -2.68 -2.41 0.04
H -8.16 -4.45 -1.89 0.07
C -4.49 -0.25 -0.09 -0.34
H -3.62 -0.65 -3.82 -0.01
H 6.79 4.97 -2.63 0.10
O -4.26 -3.46 -2.18 -0.38
H -7.66 -2.67 -0.20 0.11
P -4.28 -2.78 -0.86 0.08
H 2.98 2.60 -4.98 0.09
C 7.75 1.88 -3.72 -0.14
H -4.23 -0.74 0.85 0.05
H -6.43 -4.83 -1.98 0.06
C 6.94 3.22 -1.40 -0.36
H 0.69 -2.24 -3.85 0.04
H 2.76 -2.89 2.07 -0.01
S 6.25 3.15 2.43 0.32
C 6.59 2.92 0.79 -1.22
H 4.59 -0.01 -2.01 0.10
C 7.66 1.18 -2.53 -0.13
Pd -0.76 -1.65 -0.38 -0.50
C -1.17 1.44 -3.15 -0.31
H 2.63 -3.96 0.66 -0.01
C -6.88 -3.07 -0.85 -0.32
H 7.51 3.78 -4.69 0.08
C 7.26 1.84 -1.38 -0.52
O -4.42 -1.19 -1.16 -0.34
H -3.62 1.66 0.40 0.08
C 2.93 -2.96 0.99 -0.34
H -3.74 1.33 -1.34 0.06
C 3.03 0.16 0.50 -0.32
H 8.05 1.37 -4.63 0.08
C 2.68 -1.85 -1.96 -0.32
C 1.85 0.84 -4.54 -0.09
C 2.92 1.70 -4.38 -0.10
H -2.02 1.90 -2.64 -0.03
H -1.25 1.62 -4.22 0.00
Te -2.58 -3.17 0.79 0.38
C -7.22 -4.46 -1.33 -0.09
C 7.44 3.24 -3.75 -0.14
H 4.07 -0.10 0.26 -0.02
Sb -1.17 -0.67 -2.70 1.31
N 6.58 3.78 -0.20 -0.01
C 0.50 -1.18 -4.02 -0.32
H -2.88 -2.21 -4.13 -0.01
H 2.75 1.04 -0.06 0.01
H 0.15 -1.06 -5.04 0.05
H -5.52 0.10 -0.02 0.11
H -7.33 -5.14 -0.48 0.07
C 3.91 1.39 -3.46 -0.07
C 7.04 3.91 -2.61 -0.05
H 1.07 1.07 -5.26 0.10
C -3.53 0.88 -0.37 -0.11
H -2.40 -0.78 -5.12 -0.01
H 4.77 2.04 -3.32 0.09
H -0.25 1.90 -2.78 0.00
Sb 1.75 -1.47 -0.02 1.27



[4]
70
Properties=species:S:1:pos:R:3:lowdin_charge:R:1 method="wB97M-V/def2-TZVPD" energy_ha=-4282.37155 charge=+1 spin_multiplicity=1 homo_energy_ev=-11.23 e_lumo_ha=-0.0852 orbital_gap_ev=8.915 largest_force_ha_per_bohr=0.0190 mol_weight_g_mol=518.219
Br 3.43 0.78 2.57 0.83
H 6.45 0.01 -3.99 0.09
H 1.29 -0.19 -2.27 0.09
H 1.03 -0.25 4.19 0.17
H -2.62 0.58 -1.32 0.08
H -1.59 0.35 1.28 0.08
O -0.39 -2.11 -1.37 -0.04
C 6.79 0.51 -3.08 -0.03
H 6.27 3.25 -3.37 0.09
C -0.61 -2.06 -2.58 -0.32
H 0.75 -2.10 -5.42 0.09
B 0.00 1.92 3.52 -0.83
H -6.39 1.12 -2.69 0.09
C -3.19 1.47 -1.59 -0.04
H 3.86 1.58 -1.81 0.13
C -4.11 0.47 -3.56 -0.34
O 4.31 -0.34 -2.31 0.00
H -1.54 -2.44 -3.02 0.14
H -2.79 1.56 3.08 0.07
C -0.01 -1.53 -4.89 -0.04
H -2.99 -0.66 0.98 0.07
C 6.03 2.80 -2.41 -0.06
H -2.74 -2.53 6.27 0.08
N -4.34 1.12 -2.40 -0.19
H 0.67 -2.85 1.20 0.14
H -0.43 -1.64 0.58 0.06
H 2.54 -1.53 2.73 0.12
H 7.05 -0.27 -2.36 0.09
H 2.33 -1.42 0.34 0.13
H 1.48 3.16 3.07 0.09
H -3.44 -3.08 4.73 0.07
C 1.50 -1.02 -2.95 -0.05
O 0.54 3.14 3.27 0.22
H -2.52 2.14 -2.13 0.10
C -5.67 1.46 -1.96 -0.05
O 0.22 0.84 2.65 0.09
H -3.88 1.41 1.71 0.07
H -3.00 -0.61 4.65 0.07
C -2.18 -1.32 4.56 -0.41
H -5.78 2.54 -1.84 0.09
O -3.00 0.15 -3.94 0.00
H 6.87 2.97 -1.73 0.09
N 0.01 -1.51 2.72 -0.14
H 5.16 3.30 -2.00 0.08
P -1.85 -1.59 2.78 1.12
H 0.30 -2.24 3.36 0.15
H 2.06 -1.78 -2.40 0.09
C 0.42 -1.79 1.25 -0.13
H -3.53 1.97 -0.68 0.08
H -0.74 2.34 5.27 0.13
H -0.02 -0.51 -5.25 0.09
O -0.85 1.70 4.57 0.20
H -1.33 -0.87 5.07 0.07
C 0.84 -0.30 3.11 -0.36
C -2.55 -2.66 5.21 -0.17
N 0.25 -1.56 -3.46 -0.17
H -4.11 0.35 3.07 0.07
C -2.42 -0.16 1.77 -0.40
C 2.12 -0.59 2.35 -0.67
H 7.67 1.10 -3.31 0.09
H -1.76 -3.41 5.08 0.06
C 4.58 0.84 -2.21 -0.35
C -3.34 0.84 2.48 -0.12
H -5.90 0.99 -1.00 0.09
H -5.02 0.25 -4.12 0.14
C 1.62 -0.88 0.95 -0.16
H 2.11 -0.66 -3.77 0.08
N 5.76 1.38 -2.55 -0.20
H 1.30 0.02 0.43 0.12
H -0.99 -1.97 -5.08 0.09